This record from the Open Molecules 2025 dataset describes C2H3N3O as an isolated structure at a distorted geometry. The level of theory is ωB97M-V/def2-TZVPD.

The lowest unoccupied orbital energy is -0.12 eV. The calculation puts the electronic energy at -8635.2560 eV. As for the total charge: 0. For the energy above the lowest of the compared OMol25 structures with the same formula, charge and spin, the calculation gives 120.8 kcal/mol. As for the multiplicity: 1.

Each line ends with the Mulliken charge.
Geometry (Å):
C1 -1.462 -0.158 0.154  -0.74
C2 0.513 -0.044 0.002  0.81
N1 -0.132 -0.867 0.594  -0.37
O1 2.767 -0.325 0.154  -0.33
N2 2.489 0.647 -0.511  0.06
N3 1.121 0.854 -0.636  -0.34
H1 -1.537 0.873 0.522  0.29
H2 -1.604 -0.172 -0.933  0.29
H3 -2.155 -0.807 0.654  0.32

=====

This record from the Open Molecules 2025 dataset describes one molecule with the formula C25H24N6OS at a distorted geometry. The level of theory is ωB97M-V/def2-TZVPD.

The lowest unoccupied orbital energy is 0.51 eV. The calculation puts the electronic energy at -48136.3651 eV. As for the total charge: 0. The SMILES is c1ccc(CCn2nnnc2[C@H](c2ccccn2)N(Cc2ccco2)Cc2cccs2)cc1. As for the multiplicity: 1.

Each line ends with the Mulliken charge.
Geometry (Å):
C1 3.496 -0.497 2.393  -0.54
C2 2.970 -1.775 2.487  -0.61
C3 1.775 -1.986 3.153  -0.12
C4 1.093 -0.925 3.734  0.55
C5 1.629 0.354 3.635  -0.29
C6 2.825 0.567 2.972  -0.50
H1 3.232 1.565 2.905  0.43
H2 1.105 1.187 4.084  0.43
C7 -0.240 -1.146 4.391  -1.41
H3 -0.366 -0.475 5.243  0.48
H4 -0.320 -2.177 4.739  0.43
C8 -1.377 -0.877 3.391  -0.52
N1 -1.238 -1.723 2.242  1.15
C9 -0.734 -1.478 1.007  0.28
N2 -0.752 -2.610 0.341  -0.26
N3 -1.256 -3.524 1.160  -1.00
N4 -1.547 -3.022 2.284  -0.55
C10 -0.230 -0.152 0.528  0.88
N5 0.385 -0.184 -0.785  0.77
C11 -0.541 -0.516 -1.865  -0.91
C12 -1.212 0.710 -2.386  0.42
C13 -2.540 0.953 -2.551  -0.64
C14 -2.809 2.238 -3.075  -0.66
C15 -1.680 2.952 -3.303  -0.56
S1 -0.261 2.067 -2.893  -0.14
H5 -1.586 3.945 -3.694  0.49
H6 -3.801 2.607 -3.267  0.43
H7 -3.303 0.238 -2.299  0.55
H8 -1.300 -1.240 -1.545  0.25
H9 0.037 -0.975 -2.671  0.73
C16 1.623 -0.955 -0.838  0.63
C17 2.443 -0.489 -1.994  0.00
C18 3.174 0.649 -2.173  -0.54
C19 3.697 0.585 -3.486  -0.57
C20 3.243 -0.585 -4.009  -0.62
O1 2.483 -1.239 -3.116  -0.38
H10 3.387 -1.050 -4.964  0.48
H11 4.321 1.308 -3.969  0.46
H12 3.318 1.432 -1.458  0.56
H13 2.174 -0.769 0.088  -0.51
H14 1.433 -2.034 -0.928  0.36
C21 -1.341 0.878 0.524  -0.19
N6 -2.577 0.450 0.730  -0.22
C22 -3.565 1.328 0.676  -0.62
C23 -3.373 2.674 0.419  -0.51
C24 -2.075 3.127 0.233  -0.62
C25 -1.036 2.217 0.294  -0.69
H15 -0.010 2.514 0.146  0.54
H16 -1.878 4.172 0.041  0.46
H17 -4.212 3.350 0.371  0.45
H18 -4.552 0.920 0.847  0.48
H19 0.546 0.187 1.232  -0.22
H20 -1.366 0.162 3.058  0.04
H21 -2.342 -1.099 3.852  0.47
H22 1.369 -2.986 3.222  0.36
H23 3.488 -2.608 2.037  0.41
H24 4.427 -0.332 1.871  0.43

=====

This record from the Open Molecules 2025 dataset describes a 2-piece molecular cluster, HN2O3 overall at a distorted geometry. The level of theory is ωB97M-V/def2-TZVPD.

The lowest unoccupied orbital energy (alpha / beta) is -7.55 / -7.18 eV. The calculation puts the electronic energy at -9122.3819 eV. As for the total charge: +1. For the energy above the lowest of the compared OMol25 structures with the same formula, charge and spin, the calculation gives 61.7 kcal/mol. As for the multiplicity: 1.

Each line ends with the Mulliken charge.
Geometry (Å):
N1 -1.197 0.143 0.083  0.23
N2 1.556 -0.428 -0.097  1.14
O1 2.385 0.322 0.053  -0.25
O2 -1.268 1.296 -0.086  -0.15
O3 0.516 -0.887 -0.043  -0.23
H1 -1.992 -0.447 0.090  0.26

=====

This record from the Open Molecules 2025 dataset describes C20H22N4O2Ru as an isolated structure at a distorted geometry. The level of theory is ωB97M-V/def2-TZVPD.

The lowest unoccupied orbital energy (alpha / beta) is -12.89 / -16.20 eV. The calculation puts the electronic energy at -33685.8932 eV. As for the total charge: +4. For the energy above the lowest of the compared OMol25 structures with the same formula, charge and spin, the calculation gives 8.4 kcal/mol. As for the multiplicity: 5.

Each line ends with the Mulliken charge.
Geometry (Å):
N1 -0.019 -2.096 0.500  -0.41
C1 0.299 -3.185 0.727  0.45
C2 0.703 -4.565 1.016  -1.08
H1 1.398 -4.908 0.251  0.35
H2 -0.176 -5.209 1.022  0.36
H3 1.188 -4.606 1.991  0.37
N2 -2.416 0.881 1.097  -0.32
C3 -3.338 1.330 1.633  0.45
C4 -4.505 1.901 2.314  -1.03
H4 -5.277 1.139 2.414  0.34
H5 -4.893 2.737 1.733  0.34
H6 -4.213 2.252 3.303  0.36
N3 0.249 1.073 -1.700  -0.29
C5 0.705 1.620 -2.612  0.36
C6 1.284 2.315 -3.766  -0.99
H7 1.546 3.334 -3.483  0.35
H8 0.559 2.339 -4.579  0.34
H9 2.180 1.790 -4.095  0.34
Ru1 -0.534 0.071 0.160  0.69
C7 -0.119 2.154 0.699  0.48
O1 0.107 3.234 0.988  -0.12
C8 -0.316 -0.187 2.325  0.55
O2 -0.191 -0.314 3.451  -0.12
C9 -2.816 -2.359 -1.239  -0.31
C10 -1.873 -2.287 -2.228  -0.28
C11 -1.784 -1.190 -2.989  -0.46
C12 -2.632 -0.138 -2.775  -0.32
C13 -3.554 -0.209 -1.808  -0.30
C14 -3.646 -1.330 -1.030  -0.46
H10 -2.912 -3.248 -0.636  0.51
H11 -1.214 -3.120 -2.419  0.52
H12 -1.054 -1.154 -3.782  0.53
H13 -2.582 0.742 -3.397  0.51
H14 -4.234 0.616 -1.663  0.51
H15 -4.399 -1.406 -0.261  0.51
N4 1.673 -0.167 0.075  -0.15
C15 2.666 0.520 0.876  0.82
C16 2.398 1.286 2.039  0.22
C17 3.430 1.879 2.771  -1.30
C18 4.755 1.722 2.375  -0.36
C19 5.052 0.970 1.242  -0.65
C20 4.024 0.376 0.504  -0.35
H16 1.977 -0.187 -0.908  0.33
H17 1.958 -1.137 0.247  0.38
H18 1.427 1.453 2.436  0.42
H19 3.200 2.458 3.657  0.47
H20 5.550 2.179 2.952  0.48
H21 6.083 0.841 0.938  0.48
H22 4.287 -0.211 -0.366  0.48

=====

This record from the Open Molecules 2025 dataset describes C21H20AsN5O7RuS3 as an isolated structure at a distorted geometry. The level of theory is ωB97M-V/def2-TZVPD.

The lowest unoccupied orbital energy (alpha / beta) is 2.13 / 2.24 eV. The calculation puts the electronic energy at -139812.1135 eV. As for the total charge: -1. For the energy above the lowest of the compared OMol25 structures with the same formula, charge and spin, the calculation gives 67.9 kcal/mol. As for the multiplicity: 2.

Each line ends with the Mulliken charge.
Geometry (Å):
Ru1 0.977 -0.439 -0.102  1.43
N1 3.838 -0.474 -2.937  -0.51
C1 2.723 0.027 -2.328  0.47
S1 2.925 0.900 -0.825  -0.38
N2 1.591 -0.078 -2.951  -1.20
N3 0.536 0.359 -2.157  0.99
C2 -0.546 0.489 -2.815  -0.81
C3 -1.854 0.934 -2.338  0.58
C4 -2.841 1.109 -3.308  -0.67
C5 -4.140 1.450 -2.981  -0.81
C6 -4.479 1.550 -1.639  -0.71
C7 -3.519 1.386 -0.653  -0.74
C8 -2.190 1.140 -1.000  0.89
O1 -1.141 1.094 -0.143  -0.16
H1 4.547 -0.775 -2.286  0.30
H2 3.626 -1.146 -3.659  0.27
H3 -0.492 0.230 -3.870  0.27
H4 -2.563 0.960 -4.346  0.38
H5 -4.879 1.611 -3.755  0.39
H6 -5.505 1.744 -1.345  0.39
H7 -3.812 1.393 0.383  0.52
O2 -0.167 -2.208 1.850  -0.45
As1 -0.253 -3.283 0.434  1.02
O3 -1.518 -4.300 0.677  -0.83
O4 -0.425 -2.099 -0.754  -0.47
C9 1.334 -4.367 0.846  -0.53
C10 1.007 -5.584 1.433  -0.57
C11 2.005 -6.379 1.989  -0.51
C12 3.327 -5.957 1.987  -0.49
C13 3.670 -4.750 1.391  -0.62
C14 2.680 -3.971 0.812  0.39
S2 3.097 -2.418 0.071  1.49
O5 2.707 -1.397 1.082  -0.64
O6 4.489 -2.448 -0.297  -0.70
O7 2.174 -2.334 -1.066  -0.61
H8 -0.198 -2.717 2.670  0.22
H9 -0.035 -5.881 1.445  0.54
H10 1.740 -7.330 2.438  0.38
H11 4.094 -6.565 2.453  0.37
H12 4.697 -4.401 1.347  0.44
N4 -2.201 0.274 1.800  -0.49
C15 -1.248 1.238 1.293  0.08
S3 0.479 0.889 1.786  -0.62
N5 -1.710 2.527 1.705  -0.23
C16 -1.098 3.766 1.383  0.80
C17 -1.888 4.722 0.745  -0.40
C18 -1.406 5.999 0.495  -0.70
C19 -0.115 6.341 0.867  -0.42
C20 0.680 5.387 1.493  -0.71
C21 0.198 4.115 1.760  -0.30
H13 -2.033 0.161 2.790  0.35
H14 -2.019 -0.622 1.362  0.18
H15 -2.709 2.583 1.603  0.40
H16 -2.894 4.454 0.435  0.30
H17 -2.046 6.728 0.011  0.34
H18 0.268 7.334 0.665  0.37
H19 1.690 5.640 1.791  0.36
H20 0.822 3.388 2.261  0.36

=====

This record from the Open Molecules 2025 dataset describes a 2-piece molecular cluster, C6H9F4O2P overall at a distorted geometry. The level of theory is ωB97M-V/def2-TZVPD.

The lowest unoccupied orbital energy is 0.64 eV. The calculation puts the electronic energy at -30620.4207 eV. As for the total charge: 0. The SMILES is FC(F)C(F)(F)P.O=C1CCCO1. As for the multiplicity: 1.

Each line ends with the Mulliken charge.
Geometry (Å):
F1 5.661 -0.122 -0.156  -0.25
C1 4.577 0.770 0.042  0.09
F2 4.882 1.672 1.060  -0.23
C2 3.318 -0.159 0.388  0.66
F3 3.193 -1.016 -0.745  -0.28
F4 3.589 -0.993 1.494  -0.23
P1 1.685 0.777 0.558  -0.20
H1 4.406 1.353 -0.917  0.28
H2 1.935 2.186 0.612  0.10
H3 0.971 0.516 -0.661  0.07
O1 -1.425 1.765 -0.385  -0.57
C3 -2.165 0.832 -0.221  0.54
O2 -3.460 0.955 0.166  -0.35
C4 -4.023 -0.348 0.373  -0.41
C5 -3.159 -1.288 -0.438  -0.60
C6 -1.799 -0.623 -0.364  -0.36
H4 -3.994 -0.574 1.442  0.26
H5 -5.062 -0.355 0.039  0.31
H6 -3.169 -2.312 -0.064  0.33
H7 -3.503 -1.305 -1.476  0.28
H8 -1.239 -0.937 0.520  0.28
H9 -1.217 -0.794 -1.268  0.30

=====

This record from the Open Molecules 2025 dataset describes one molecule with the formula C8H15N at a distorted geometry. The level of theory is ωB97M-V/def2-TZVPD.

The lowest unoccupied orbital energy is 1.00 eV. The calculation puts the electronic energy at -10028.0652 eV. As for the total charge: 0. The SMILES is C=N[C@@H](C)C(=C)C(C)C. For the energy above the lowest of the compared OMol25 structures with the same formula, charge and spin, the calculation gives 30.2 kcal/mol. As for the multiplicity: 1.

Each line ends with the Mulliken charge.
Geometry (Å):
C1 1.245 0.385 0.713  0.02
C2 -1.112 -0.272 -0.360  1.21
C3 2.350 -0.146 -0.204  -1.46
C4 -2.028 0.103 -1.541  -1.70
C5 -0.631 -1.710 -0.612  -1.56
C6 -0.007 0.764 -0.079  0.39
C7 0.276 -0.193 2.743  -0.38
C8 -0.123 2.057 -0.452  -1.27
N1 0.988 -0.609 1.763  -0.50
H1 1.658 1.284 1.194  0.66
H2 -1.745 -0.303 0.538  0.16
H3 2.096 -1.112 -0.648  0.28
H4 3.278 -0.288 0.360  0.39
H5 2.561 0.557 -1.018  0.33
H6 -2.585 1.025 -1.350  0.37
H7 -1.448 0.230 -2.463  0.39
H8 0.064 -1.761 -1.455  0.28
H9 -1.480 -2.365 -0.842  0.45
H10 -0.150 -2.148 0.265  0.40
H11 -2.775 -0.678 -1.723  0.43
H12 0.037 -0.880 3.571  0.27
H13 -0.141 0.827 2.814  0.27
H14 0.655 2.783 -0.230  0.32
H15 -0.984 2.449 -0.981  0.24

=====

This record from the Open Molecules 2025 dataset describes C19H28AuNO5 as an isolated structure at a distorted geometry. The level of theory is ωB97M-V/def2-TZVPD.

The lowest unoccupied orbital energy (alpha / beta) is 0.25 / -3.42 eV. The calculation puts the electronic energy at -35565.7087 eV. As for the total charge: 0. For the energy above the lowest of the compared OMol25 structures with the same formula, charge and spin, the calculation gives 8.7 kcal/mol. As for the multiplicity: 3.

Each line ends with the Mulliken charge.
Geometry (Å):
O1 -2.907 0.039 -3.059  -0.43
C1 -2.520 -0.502 -4.381  -0.47
C2 -3.763 0.069 -5.059  -0.81
H1 -2.469 -1.592 -4.299  0.29
H2 -1.570 -0.102 -4.745  0.27
C3 -4.131 0.555 -3.644  1.49
H3 -4.455 -0.681 -5.419  0.31
H4 -3.592 0.890 -5.741  0.32
C4 -5.341 -0.190 -3.171  -1.65
H5 -5.228 -1.255 -3.385  0.39
H6 -6.198 0.187 -3.736  0.41
H7 -5.547 -0.061 -2.108  0.36
C5 -4.285 2.047 -3.531  -1.78
H8 -3.424 2.582 -3.934  0.37
H9 -4.451 2.381 -2.504  0.38
H10 -5.164 2.334 -4.116  0.43
Au1 1.582 0.921 2.684  0.69
C6 3.901 1.729 2.815  -0.53
C7 4.293 0.502 2.216  -0.25
C8 3.634 0.343 0.973  -0.42
H11 5.026 -0.165 2.639  0.45
C9 2.803 1.506 0.757  -0.43
C10 2.989 2.417 1.906  -0.78
H12 2.545 3.400 2.073  0.56
H13 4.346 2.105 3.729  0.46
H14 3.803 -0.499 0.305  0.40
H15 2.282 1.745 -0.170  0.59
C11 1.701 -0.617 4.804  -0.34
C12 0.636 0.336 4.636  -0.82
C13 -0.222 -0.132 3.549  -0.26
H16 0.451 1.203 5.290  0.56
C14 0.419 -1.330 3.027  -0.56
C15 1.553 -1.631 3.834  -0.14
H17 2.202 -2.509 3.767  0.42
H18 2.451 -0.630 5.602  0.40
H19 -1.232 0.244 3.312  0.49
H20 0.019 -1.994 2.254  0.44
O2 0.131 -1.174 0.050  -0.23
C16 -0.610 0.023 -0.358  -0.34
C17 -0.569 0.086 -1.878  0.05
H21 -0.128 0.943 0.040  0.09
H22 -1.667 -0.052 -0.010  0.30
C18 -0.026 -1.311 -2.311  -0.56
H23 0.069 0.910 -2.228  0.32
H24 -1.595 0.250 -2.225  -0.04
C19 0.873 -1.641 -1.125  -0.55
H25 0.478 -1.275 -3.282  0.38
H26 -0.879 -2.020 -2.351  0.23
H27 1.843 -1.085 -1.189  0.12
H28 1.035 -2.726 -1.018  0.39
O3 4.734 -0.017 5.507  -0.59
N1 5.235 -1.137 5.186  0.94
O4 6.059 -1.715 5.922  -0.66
O5 4.884 -1.704 4.098  -0.62